one.
Entry from the Open Molecules 2025 dataset: a single C2H4ClIN2 molecule (the ωB97M-V functional and the def2-TZVPD basis).

Cartesian coordinates (Å):
Cl 1.39 1.81 0.11
C 0.22 0.66 -0.48
N 0.93 -0.60 -0.50
N 0.03 -1.14 0.46
C -0.72 0.10 0.60
I -2.81 -0.23 -0.03
H -0.03 1.07 -1.47
H 1.14 -1.02 -1.33
H 0.55 -1.40 1.21
H -0.70 0.74 1.42

As for the multiplicity: 1. The calculation puts the HOMO energy at -0.32116 hartree.

=====

two.
Entry from the Open Molecules 2025 dataset: a 2-piece molecular cluster, C2H4ClIN2 overall (the ωB97M-V functional and the def2-TZVPD basis).

Cartesian coordinates (Å):
H 2.38 -0.77 -0.83
N 1.66 -0.93 -0.25
C 0.78 -1.83 -0.29
Cl -0.17 -1.86 1.14
H 0.61 -2.50 -1.13
H -2.67 1.36 1.04
N -2.05 1.54 0.29
C -0.80 1.64 0.36
I 0.39 1.68 -1.47
H -0.13 1.69 1.15

As for the multiplicity: 1. The calculation puts the HOMO energy at -0.33792 hartree.

=====

Which of them is most stable, and which least? Most stable: two; least stable: one.

=====

one.
Entry from the Open Molecules 2025 dataset: a single C8H10ClNO2 molecule (the ωB97M-V functional and the def2-TZVPD basis).

Cartesian coordinates (Å):
N 2.47 -0.57 1.20
C 2.44 0.61 0.32
C 1.41 0.70 -0.79
C -0.03 0.24 -0.45
C -1.01 1.21 -0.28
C -2.30 0.86 0.04
O -3.11 1.90 0.27
C -2.63 -0.50 0.09
Cl -4.32 -0.85 0.18
C -1.67 -1.51 -0.06
C -0.38 -1.13 -0.29
O 0.48 -2.15 -0.39
H 1.54 -0.86 1.39
H 3.10 -1.27 0.90
H 2.32 1.45 1.06
H 3.49 0.74 -0.10
H 1.46 1.72 -1.23
H 1.76 -0.03 -1.55
H -0.61 2.19 -0.32
H -3.97 1.63 0.62
H -1.84 -2.56 -0.09
H 1.40 -1.83 -0.50

As for the multiplicity: 1. The calculation puts the HOMO energy at -0.29739 hartree.

=====

two.
Entry from the Open Molecules 2025 dataset: C8H10ClNO2 as an isolated structure (the ωB97M-V functional and the def2-TZVPD basis).

Cartesian coordinates (Å):
C 0.77 -2.18 -0.12
C -0.53 -1.56 0.02
C -0.42 -0.10 0.18
C -0.28 0.38 1.44
C -0.16 1.73 1.57
C -0.22 2.51 0.38
C -0.59 2.08 -0.96
C -0.57 0.60 -0.96
H 1.80 -0.45 -1.25
H 2.16 -2.42 -1.50
H 0.45 -3.44 -0.39
H 1.50 -1.96 0.84
H -0.78 -1.98 0.97
H -1.15 -1.90 -0.86
H -0.17 -0.28 2.27
H -0.55 1.26 3.21
H -0.60 2.73 -1.77
H -0.87 0.42 -2.98
N 1.37 -1.74 -1.43
O 0.17 2.20 2.82
O -0.75 -0.13 -2.19
Cl -0.58 4.24 0.70

As for the multiplicity: 1. The calculation puts the HOMO energy at -0.30764 hartree.

=====

Which of them is most stable, and which least? Most stable: one; least stable: two.

=====

one.
Entry from the Open Molecules 2025 dataset: a 2-piece molecular cluster, C5H14NO2 overall (the ωB97M-V functional and the def2-TZVPD basis).

Cartesian coordinates (Å):
C -0.45 -2.18 1.22
C -0.46 -1.11 0.07
C 0.84 -0.30 0.15
C 0.94 0.78 -0.98
C 1.04 2.19 -0.42
O -0.04 2.66 0.29
N -0.67 -1.83 -1.20
H 0.53 -2.32 1.67
H -1.27 -2.12 1.92
H -0.55 -3.17 0.74
H -1.29 -0.46 0.36
H 0.70 0.28 1.05
H 1.74 -0.91 0.21
H 0.10 0.69 -1.67
H 1.86 0.54 -1.53
H 2.03 2.37 0.07
H 1.19 2.85 -1.33
H 0.24 -1.94 -1.63
H -1.12 -1.24 -1.89
H -1.18 1.79 0.44
H -2.02 1.97 1.63
O -2.13 1.46 0.82

The net charge is -1. As for the multiplicity: 1. The calculation puts the HOMO energy at -0.12398 hartree.

=====

two.
Entry from the Open Molecules 2025 dataset: C5H14NO2 as an isolated structure (the ωB97M-V functional and the def2-TZVPD basis).

Cartesian coordinates (Å):
C -2.75 0.97 1.28
C -1.31 0.59 1.28
N -1.04 -0.07 -0.06
C 1.90 0.16 0.58
C 0.73 -0.66 0.02
C 1.46 -1.50 -1.19
O 2.07 -0.92 -2.24
H -2.94 1.69 2.08
H -3.38 0.10 1.31
H -2.82 1.35 0.24
H -1.10 -0.22 2.10
H -0.74 1.60 1.48
H 0.08 0.22 -0.51
H 2.23 1.01 -0.04
H 1.57 0.49 1.57
H 2.80 -0.44 0.74
H 0.51 -1.44 0.75
H 2.06 -2.19 -0.47
H 0.59 -2.12 -1.62
H -0.70 0.40 -2.08
H 0.78 0.16 -2.59
O 0.02 0.82 -2.65

The net charge is -1. As for the multiplicity: 1. The calculation puts the HOMO energy at -0.12454 hartree.

=====

Which of them is most stable, and which least? Most stable: one; least stable: two.

=====

one.
Entry from the Open Molecules 2025 dataset: a single CH3NO3S molecule (the ωB97M-V functional and the def2-TZVPD basis).

Cartesian coordinates (Å):
C 1.48 0.46 -0.58
N -1.66 1.57 -0.11
O 1.78 0.62 0.55
O -1.41 -0.78 0.59
O 0.38 -0.14 -1.06
S -1.36 0.30 -0.63
H 2.06 0.55 -1.44
H -1.66 2.18 0.76
H -1.03 -1.70 0.44

As for the multiplicity: 1. The calculation puts the HOMO energy at -0.37034 hartree.

=====

two.
Entry from the Open Molecules 2025 dataset: a single CH3NO3S molecule (the ωB97M-V functional and the def2-TZVPD basis).

Cartesian coordinates (Å):
N 0.11 0.65 0.46
O -0.62 -0.56 0.72
C -1.10 -1.07 -0.34
S -2.99 -0.99 -0.68
O -3.50 -1.95 -1.64
O -3.64 -0.81 0.58
H 1.02 0.33 0.24
H 0.38 1.11 1.31
H -0.48 -0.76 -1.14

As for the multiplicity: 1. The calculation puts the HOMO energy at -0.33888 hartree.

=====

Which of them is most stable, and which least? Most stable: one; least stable: two.